Formula: C5H12N2O
Source: the Open Molecules 2025 dataset
Level of theory: ωB97M-V with the def2-TZVPD basis set

- Energy above the lowest of the compared OMol25 structures with the same formula, charge and spin: 6.859 eV
- E: -10401.565 eV
- HOMO-LUMO gap: 8.603 eV

Each line ends with the Löwdin charge.
Positions of all 20 atoms, in Å:
C: 0.60677 -0.34796 0.09070  -0.2982
C: -0.13852 0.94053 -1.47429  -0.1291
C: 0.96678 0.13766 2.44551  -0.1423
C: -0.52128 -1.28704 0.42891  -0.0815
C: -0.56928 -0.13794 -2.44597  -0.1721
N: 1.18928 0.44722 1.04410  -0.1227
N: 0.00667 1.76611 0.63760  0.0328
O: -1.01896 1.72665 1.18696  0.0204
H: 1.29956 -0.68776 -0.67399  0.1043
H: -0.91594 1.69837 -1.42132  0.0633
H: 0.81234 1.40174 -1.73022  0.0734
H: -0.08584 0.20032 2.75645  0.0676
H: 1.32696 -0.87137 2.66840  0.0838
H: 1.54295 0.83779 3.05194  0.0754
H: -0.83743 -1.86682 -0.43547  0.0642
H: -1.38893 -0.74877 0.82366  0.0788
H: -0.20826 -1.99660 1.20189  0.0777
H: 0.15650 -0.94909 -2.53935  0.0657
H: -0.68869 0.30750 -3.44133  0.0724
H: -1.53467 -0.57054 -2.17420  0.0662



Formula: C5H12N2O
Source: the Open Molecules 2025 dataset
Level of theory: ωB97M-V with the def2-TZVPD basis set

- Energy above the lowest of the compared OMol25 structures with the same formula, charge and spin: 3.473 eV
- E: -10404.951 eV
- HOMO-LUMO gap: 8.558 eV

Each line ends with the Löwdin charge.
Positions of all 20 atoms, in Å:
C: -0.18069 1.44005 1.89842  -0.1758
C: -0.33096 1.45816 -0.98329  -0.0334
C: -0.81210 0.32414 -0.10936  -0.6003
O: -1.86540 -0.36451 -0.73533  -0.0118
N: -0.95227 0.41194 1.22066  -0.1211
H: -2.48533 -0.55588 -0.01720  0.0982
H: 0.90935 1.30311 1.78455  0.0692
H: -0.40098 1.39462 2.96617  0.0646
H: -0.42214 2.45550 1.56036  0.0676
H: 0.65131 1.80707 -0.66686  0.0773
H: -0.27541 1.13035 -2.02023  0.0790
H: -1.03960 2.28783 -0.91853  0.0880
C: 1.17029 -1.67449 -1.51869  -0.0500
C: 0.54113 -1.05748 -0.32792  -0.1766
N: 0.58031 -1.57053 0.84068  0.1316
H: 1.08074 -2.42279 1.07747  0.1200
H: -0.11872 -0.94740 1.50325  0.1254
H: 1.70431 -2.61234 -1.31993  0.0744
H: 1.85907 -0.95822 -1.97342  0.0835
H: 0.38709 -1.84914 -2.26079  0.0901



Formula: C5H12N2O
Source: the Open Molecules 2025 dataset
Level of theory: ωB97M-V with the def2-TZVPD basis set

- Energy above the lowest of the compared OMol25 structures with the same formula, charge and spin: 3.660 eV
- E: -10404.764 eV
- SMILES string: C[C@H](N)C(=O)N(C)C
- HOMO-LUMO gap: 9.891 eV

Each line ends with the Löwdin charge.
Positions of all 20 atoms, in Å:
C: 1.05270 1.81732 -1.12016  -0.0816
C: -0.04290 0.77642 -1.19793  -0.2770
N: -1.47221 1.29767 -1.33695  0.0087
C: -0.23925 0.24846 0.42558  -0.3707
O: -0.48054 0.86234 1.44680  0.1076
N: -0.01969 -1.15490 0.42342  -0.2002
C: 1.21127 -1.37468 1.21085  -0.0759
C: -1.09216 -1.92220 0.97554  -0.0966
H: 1.02455 2.41514 -2.04686  0.0790
H: 0.89327 2.51915 -0.32732  0.0633
H: 2.08732 1.48439 -0.85855  0.0900
H: -0.08465 -0.09429 -1.80135  0.1083
H: -1.73886 1.57726 -2.30424  0.0765
H: -1.46443 2.18793 -0.81598  0.0694
H: 1.32182 -1.21660 2.26524  0.0772
H: 1.55722 -2.48700 0.87311  0.1417
H: 1.92059 -0.74444 0.71393  0.0608
H: -2.09633 -1.70832 0.59969  0.0989
H: -1.42226 -1.59609 1.95338  0.0873
H: -0.91545 -2.88757 0.92179  0.0334



Formula: C5H12N2O
Source: the Open Molecules 2025 dataset
Level of theory: ωB97M-V with the def2-TZVPD basis set

- Energy above the lowest of the compared OMol25 structures with the same formula, charge and spin: 10.826 eV
- E: -10397.598 eV
- HOMO-LUMO gap: 3.166 eV

Each line ends with the Löwdin charge.
Positions of all 20 atoms, in Å:
C: 1.39072 -1.08234 -2.02553  -0.0125
N: 2.23109 0.28586 0.60871  0.0357
C: 1.57646 -0.72058 1.34772  -0.1300
C: 1.38981 1.43596 0.46170  -0.1092
C: 0.05228 -1.29414 -1.88799  0.0043
N: -2.94823 0.85732 -0.44640  0.0277
C: -2.09906 0.77801 0.56248  -0.6155
O: -1.66412 -0.25095 1.12376  -0.1141
H: 1.83657 -0.78149 -1.07859  0.0019
H: 1.83156 -1.20822 -3.01178  0.0721
H: 0.78602 -0.35597 2.01744  0.0881
H: 1.12915 -1.39117 0.57217  0.1113
H: 2.28481 -1.33273 1.91824  0.1019
H: 0.86306 1.61534 1.43268  0.1139
H: 1.95787 2.30992 0.15466  0.0880
H: 0.46072 1.29456 -0.13569  0.0997
H: -0.48501 -0.48804 -1.35293  0.0448
H: -0.39803 -2.30375 -1.89759  0.0940
H: -3.74761 0.24356 -0.29221  0.0137
H: -1.71201 1.78769 0.83996  0.0842



Formula: C5H12N2O
Source: the Open Molecules 2025 dataset
Level of theory: ωB97M-V with the def2-TZVPD basis set

- Energy above the lowest of the compared OMol25 structures with the same formula, charge and spin: 1.588 eV
- E: -10406.836 eV
- SMILES string: C/C=C/N.CNC=O
- HOMO-LUMO gap: 8.821 eV

Each line ends with the Löwdin charge.
Positions of all 20 atoms, in Å:
C: 2.12521 2.83673 1.90507  -0.1250
C: 0.83180 2.36494 1.30123  -0.1906
C: 0.73645 1.29454 0.52376  -0.2463
N: -0.43526 0.66110 0.10392  0.0376
H: 2.96426 2.24134 1.53744  0.0667
H: 2.30034 3.89918 1.72899  0.0632
H: 2.09570 2.68254 2.98945  0.0676
H: -0.07958 2.85649 1.62846  0.0946
H: 1.64784 0.78674 0.22295  0.1091
H: -0.39873 0.33069 -0.84940  0.0606
H: -1.26924 1.21085 0.25510  0.0849
C: -0.08649 -2.50714 -1.04478  -0.0879
N: -1.27883 -2.09924 -1.77796  -0.0441
C: -2.50197 -2.19949 -1.19639  -0.3937
O: -2.68343 -2.50593 -0.04183  0.0250
H: -0.07165 -1.97434 -0.10020  0.0676
H: 0.78301 -2.33001 -1.67386  0.0820
H: -0.10849 -3.57958 -0.84469  0.0846
H: -1.25341 -2.03130 -2.78033  0.1191
H: -3.31753 -1.93813 -1.88691  0.1251



Formula: C5H12N2O
Source: the Open Molecules 2025 dataset
Level of theory: ωB97M-V with the def2-TZVPD basis set

- Energy above the lowest of the compared OMol25 structures with the same formula, charge and spin: 1.792 eV
- E: -10406.632 eV
- SMILES string: C=NCC.CNC=O
- HOMO-LUMO gap: 10.323 eV

Each line ends with the Löwdin charge.
Positions of all 20 atoms, in Å:
C: 0.79650 -0.30558 1.80863  -0.0538
N: 0.29594 0.44743 0.93641  -0.0340
C: 0.51716 1.88429 1.11875  -0.3088
C: 1.38044 2.43212 -0.01027  -0.1022
H: 1.39713 0.06575 2.64752  0.0736
H: 0.65988 -1.38332 1.73393  0.0648
H: -0.46213 2.35870 1.09832  0.1031
H: 0.98613 2.09901 2.08637  0.0959
H: 1.45252 3.51814 0.03087  0.0681
H: 2.37494 1.99351 0.03757  0.0694
H: 0.95935 2.13794 -0.97374  0.0646
C: -2.06475 -1.92689 -0.58608  -0.0804
N: -1.16278 -1.20806 -1.46288  -0.0378
C: 0.07142 -1.67335 -1.72286  -0.4069
O: 0.56766 -2.64527 -1.18879  -0.0012
H: -2.40095 -2.85757 -1.03652  0.0839
H: -2.91747 -1.28470 -0.37283  0.0816
H: -1.56465 -2.12747 0.35831  0.0729
H: -1.49531 -0.44136 -2.02231  0.1225
H: 0.60899 -1.08330 -2.48041  0.1249



Formula: C5H12N2O
Source: the Open Molecules 2025 dataset
Level of theory: ωB97M-V with the def2-TZVPD basis set

- Energy above the lowest of the compared OMol25 structures with the same formula, charge and spin: 5.637 eV
- E: -10402.787 eV
- HOMO-LUMO gap (spin up / spin down): 7.084 / 7.086 eV

Each line ends with the Löwdin charge.
Positions of all 20 atoms, in Å:
C: 0.17556 0.37877 -0.46212  -0.4428
C: -0.22089 -0.62831 0.47357  -0.3273
C: 1.62078 0.67814 -0.71098  -0.0272
C: 0.14116 0.59873 2.04743  -0.0264
N: -0.73547 1.30051 -0.86402  0.1444
N: -1.62320 -0.85474 0.68459  0.0355
C: -0.15004 -1.49416 -1.73685  -0.1603
O: 0.80390 -1.71693 -2.44704  -0.0606
H: 0.51293 -1.38302 0.72436  0.1231
H: -1.62403 1.32943 -0.37832  0.1053
H: -0.44752 2.06941 -1.44818  0.1112
H: -1.78558 -1.38577 1.53369  0.0868
H: -2.08262 -1.35427 -0.07002  0.0638
H: -1.10824 -2.06945 -1.96458  0.0605
H: 1.86398 0.33662 -1.72294  0.0810
H: 1.84090 1.74505 -0.64193  0.0903
H: 2.26843 0.13736 -0.02177  0.0928
H: 1.01218 1.24289 1.94845  0.0169
H: -0.75503 1.19606 2.20931  0.0179
H: 0.29281 -0.12632 2.84735  0.0152



Formula: C5H12N2O
Source: the Open Molecules 2025 dataset
Level of theory: ωB97M-V with the def2-TZVPD basis set

- Energy above the lowest of the compared OMol25 structures with the same formula, charge and spin: 7.893 eV
- E: -10400.531 eV
- HOMO-LUMO gap: 4.203 eV

Each line ends with the Löwdin charge.
Positions of all 20 atoms, in Å:
N: 1.14247 0.42674 1.60113  0.0710
C: 1.55960 -0.59555 0.72820  -0.2484
C: 1.26945 -0.56124 -0.71097  -0.0403
C: 2.72128 0.00153 -0.43861  -0.3348
O: 2.99743 1.19101 -0.37035  0.0433
C: -2.18598 0.92067 -1.14788  -0.1929
N: -1.33009 0.55937 -0.05843  -0.1628
C: -1.82505 -0.56733 0.65573  -0.1992
H: 1.73803 1.24369 1.50510  0.0899
H: 0.20198 0.67850 1.31501  0.0362
H: 1.85917 -1.54288 1.16878  0.1297
H: 1.13896 -1.56154 -1.11148  0.1167
H: 0.47214 0.19357 -0.85828  0.0967
H: 3.49865 -0.75102 -0.59206  0.1296
H: -2.54914 0.06769 -1.73174  0.0749
H: -3.10442 1.36629 -0.73936  0.0812
H: -1.71289 1.69081 -1.76592  0.0745
H: -2.91801 -0.64021 0.63415  0.0791
H: -1.48284 -0.59212 1.69197  0.0680
H: -1.49071 -1.52798 0.22503  0.0876



Formula: C5H12N2O2
Source: the Open Molecules 2025 dataset
Level of theory: ωB97M-V with the def2-TZVPD basis set

- Energy above the lowest of the compared OMol25 structures with the same formula, charge and spin: 0.867 eV
- E: -12455.115 eV
- SMILES string: C[C@H](N)CN(C)C(=O)O
- HOMO-LUMO gap: 10.217 eV

Each line ends with the Löwdin charge.
Positions of all 21 atoms, in Å:
C: -1.24035 0.99658 -1.35867  -0.0641
C: -1.25271 0.38888 0.04897  -0.4469
N: -2.04888 1.13319 1.01123  0.0291
C: 0.17068 0.29800 0.61420  -0.1575
N: 0.96540 -0.77524 0.01773  -0.1259
C: 0.77564 -2.06187 0.67012  -0.0521
C: 2.32481 -0.40944 -0.09976  -0.5900
O: 3.20282 -0.75819 0.63121  0.1387
O: 2.54254 0.36746 -1.17049  0.1258
H: -0.67022 0.36378 -2.03477  0.0670
H: -0.79686 1.99166 -1.34120  0.0780
H: -2.25431 1.07939 -1.74586  0.0728
H: -1.68107 -0.61770 -0.00432  0.1312
H: -3.01310 1.19443 0.70419  0.0726
H: -1.69421 2.07975 1.10402  0.0755
H: 0.09783 0.14951 1.69890  0.1296
H: 0.67826 1.25291 0.44615  0.1331
H: 1.13795 -2.06021 1.70313  0.0949
H: 1.32212 -2.81577 0.10738  0.0964
H: -0.28420 -2.30335 0.65973  0.0837
H: 1.71784 0.50618 -1.66185  0.1083



Formula: C5H12N2O2
Source: the Open Molecules 2025 dataset
Level of theory: ωB97M-V with the def2-TZVPD basis set

- Energy above the lowest of the compared OMol25 structures with the same formula, charge and spin: 1.640 eV
- E: -12454.343 eV
- SMILES string: [H]/N=C\NC.COC(C)=O
- HOMO-LUMO gap: 9.642 eV

Each line ends with the Löwdin charge.
Positions of all 21 atoms, in Å:
H: 2.44884 -1.34844 0.17555  0.0353
N: 1.93725 -0.87081 -0.56239  0.0991
C: 1.34322 0.17823 -0.19707  -0.3881
N: 1.34117 0.82952 0.99518  -0.0515
C: 2.10790 0.38267 2.12997  -0.0949
H: 0.79294 0.71421 -0.96670  0.0992
H: 0.56615 1.44743 1.18812  0.1230
H: 2.20174 1.20383 2.83787  0.0808
H: 3.11107 0.08886 1.79455  0.0835
H: 1.65309 -0.46874 2.63468  0.0826
C: -1.98946 1.27437 -1.05995  -0.0763
O: -1.64410 0.54265 0.09736  -0.0669
C: -1.31277 -0.76840 0.04579  -0.5749
C: -1.31085 -1.45111 -1.29445  0.0027
O: -1.05949 -1.32010 1.08015  0.1053
H: -1.14254 1.37475 -1.74705  0.0849
H: -2.28699 2.25993 -0.70582  0.0970
H: -2.82703 0.81605 -1.59219  0.0949
H: -0.68645 -0.91935 -2.00759  0.0796
H: -0.91638 -2.45322 -1.16341  0.0944
H: -2.32729 -1.51233 -1.68261  0.0903